{
  "formula": "C4H12O4",
  "method": "wB97M-V/def2-TZVPD",
  "gap_ev": 9.62,
  "homo_energy_ev": -9.1,
  "smiles": "C=C/C=C/O.O.O.O",
  "spin_multiplicity": 1,
  "e_tot_ev": -12528.8039,
  "relative_energy_kj_mol": 413.74,
  "symbols": ["O", "O", "O", "O", "C", "C", "C", "C", "H", "H", "H", "H", "H", "H", "H", "H", "H", "H", "H", "H"],
  "xyz": [[-0.4817, -1.4845, 2.1660], [2.9707, -1.2636, 0.5184], [1.0199, -0.7379, -2.7017], [2.1032, 2.6057, 0.6400], [-2.5025, 0.6721, -1.0761], [-0.8170, -0.1076, 0.4078], [-1.2359, -0.5534, 1.5977], [-1.6482, 1.0664, -0.1028], [-1.1097, -2.0031, 2.7073], [0.7007, -1.0455, -1.8823], [-3.1099, 1.3091, -1.5880], [-2.1318, -0.2503, 2.2176], [-2.4950, -0.3849, -1.3546], [2.8743, -1.7331, 1.2488], [2.7259, -1.5679, -0.3433], [1.3683, 2.0298, 0.4387], [2.7962, 2.3288, 0.2100], [0.3978, -0.4737, -3.3182], [-1.5064, 1.9089, 0.3105], [0.0810, -0.3154, -0.0956]],
  "lowdin_charge": [0.000, 0.022, 0.000, 0.026, 0.032, -0.099, -0.227, -0.124, 0.113, -0.014, 0.014, 0.152, 0.069, -0.045, 0.029, 0.023, -0.062, 0.002, 0.022, 0.067]
}